{"formula": "C4H10N3", "method": "ωB97M-V/def2-TZVPD", "symbols": ["C", "C", "C", "C", "N", "N", "N", "H", "H", "H", "H", "H", "H", "H", "H", "H", "H"], "coordinates": [[0.03215, -0.32235, 0.02636], [-2.07935, -1.15063, 0.62222], [-1.92152, 1.04377, -0.79600], [-1.27702, 0.07455, 0.28754], [3.82627, 0.48653, 0.06477], [3.47112, -0.54885, -0.48213], [1.17876, -0.41389, -0.11376], [-2.32438, -1.80006, -0.32171], [-3.10903, -0.73255, 0.81980], [-1.65038, -1.79694, 1.39636], [-1.39523, 2.10959, -0.71420], [-2.99219, 1.28507, -0.46104], [-2.15855, 0.68086, -1.80361], [-1.15471, 0.69898, 1.08720], [3.50401, 1.29788, -0.51731], [3.71662, -1.53099, -0.05518], [4.33340, 0.61902, 0.96067]], "total_charge": 1, "homo_ev": -14.84, "e_lumo_ev": -5.77}

{"formula": "C7H13N2", "method": "ωB97M-V/def2-TZVPD", "symbols": ["C", "C", "C", "C", "C", "C", "C", "N", "N", "H", "H", "H", "H", "H", "H", "H", "H", "H", "H", "H", "H", "H"], "coordinates": [[1.14845, 1.84698, 1.51431], [1.79274, 0.72621, 1.15025], [0.31536, 0.03525, -0.03311], [2.99406, -0.03413, 1.36908], [0.65193, -1.16382, -0.78560], [-1.18481, 1.12792, -1.56087], [-1.99516, 0.19703, 0.55188], [0.31507, 2.66652, 1.57130], [-0.84848, 0.82819, -0.15068], [2.80480, -1.10545, 1.30980], [3.75322, 0.21147, 0.61946], [3.39836, 0.21075, 2.35332], [1.27222, -1.82663, -0.17939], [1.24213, -0.93325, -1.68039], [-0.23502, -1.71294, -1.10249], [-1.44487, 0.20739, -2.08284], [-2.03196, 1.80920, -1.60298], [-0.33352, 1.58961, -2.05771], [-2.89928, 0.77267, 0.38136], [-2.14811, -0.81606, 0.17675], [-1.79513, 0.15372, 1.62042], [-0.64453, 1.74071, 0.36247]], "total_charge": 1, "homo_ev": [-13.06, -13.03], "e_lumo_ev": [-4.32, -5.02]}

{"formula": "C2H7N2OP", "method": "ωB97M-V/def2-TZVPD", "symbols": ["C", "C", "N", "N", "O", "P", "H", "H", "H", "H", "H", "H", "H"], "coordinates": [[0.06797, -1.75960, 1.57707], [0.83373, 0.59242, -1.53243], [0.01451, -1.26336, 0.43750], [-1.43250, 0.81053, 0.08246], [0.91719, 1.20798, 1.29747], [0.22130, 0.50668, 0.22806], [-0.25569, -2.75885, 1.73345], [0.61987, -1.19616, 2.24479], [1.34549, -0.31918, -1.58104], [-0.08644, 0.65641, -2.10409], [1.52918, 1.36875, -1.82658], [-1.86471, 0.44716, -0.66471], [-1.90991, 1.70723, 0.10806]], "total_charge": 0, "spin_multiplicity": 3, "homo_ev": [-5.75, -10.44], "e_lumo_ev": [0.77, -2.31]}

{"formula": "C5H14", "method": "ωB97M-V/def2-TZVPD", "symbols": ["C", "C", "C", "H", "H", "H", "H", "H", "H", "H", "H", "C", "C", "H", "H", "H", "H", "H", "H"], "coordinates": [[1.34003, 0.87158, 0.02605], [0.17128, 0.91835, -0.93437], [0.34005, 1.76844, -2.21743], [1.51829, 1.67132, 0.81264], [1.35603, -0.14276, 0.48757], [2.29435, 0.87531, -0.53246], [0.08216, -0.12265, -1.33541], [-0.74887, 1.17697, -0.45329], [1.22359, 2.40497, -2.07334], [0.62069, 1.11291, -3.07892], [-0.47951, 2.43934, -2.39438], [-0.69555, -2.31199, 1.41168], [-1.36872, -0.96665, 1.55930], [0.35188, -2.19414, 1.08352], [-0.48310, -3.00680, 2.21063], [-1.19814, -2.87026, 0.62746], [-0.58631, -0.40838, 2.15424], [-1.40310, -0.42002, 0.60857], [-2.33505, -0.79552, 2.03796]], "total_charge": 0, "smiles": "CCC.CC", "homo_ev": -11.18, "e_lumo_ev": 1.13}

{"formula": "C4H8O2", "method": "ωB97M-V/def2-TZVPD", "symbols": ["O", "C", "C", "C", "C", "O", "H", "H", "H", "H", "H", "H", "H", "H"], "coordinates": [[-1.75811, 0.69258, -0.30627], [-1.55021, -0.65813, -0.00473], [-0.08649, -0.59777, 0.45349], [0.91123, -0.28922, -0.65617], [1.31845, 0.94082, 0.13668], [0.19096, 0.82687, 1.03382], [-1.01551, 1.14342, 0.30044], [-2.22145, -1.07603, 0.77213], [-1.70047, -1.33857, -0.88023], [0.21712, -1.26414, 1.25334], [1.69421, -1.02144, -0.82708], [0.39081, -0.03562, -1.58446], [1.38930, 1.88223, -0.42186], [2.22016, 0.79501, 0.73091]], "total_charge": 0, "smiles": "OC[C@H]1CCO1", "homo_ev": -9.72, "e_lumo_ev": 1.02}

{"formula": "C7H13N3", "method": "ωB97M-V/def2-TZVPD", "symbols": ["C", "C", "C", "C", "N", "C", "N", "C", "N", "C", "H", "H", "H", "H", "H", "H", "H", "H", "H", "H", "H", "H", "H"], "coordinates": [[-0.86832, -0.72382, 1.89429], [-0.00356, -0.33166, 0.74409], [-0.50750, 0.15283, -0.43895], [-1.91763, 0.13079, -0.88125], [0.46472, 0.86685, -1.33461], [0.15664, 2.37554, -1.71708], [1.84792, 0.89085, -0.70272], [2.05082, 0.07487, 0.12367], [1.34466, -0.70880, 0.83860], [1.65597, -1.96514, 1.33718], [-0.23867, -1.11074, 2.62300], [-1.54074, -1.40586, 1.61990], [-1.46231, 0.10295, 2.35474], [-1.97508, -0.33184, -1.89319], [-2.46721, 1.02000, -0.92664], [-2.38178, -0.57124, -0.29420], [0.47743, 0.36194, -2.16705], [0.92043, 2.75309, -2.42496], [-0.75172, 2.43647, -2.28123], [0.11989, 3.00462, -0.87614], [1.12641, -2.13094, 2.21977], [1.32300, -2.67149, 0.62001], [2.62665, -2.21925, 1.56274]], "total_charge": 2, "smiles": "CC1=C(C)[N@@H+](C)N=C=[N+]1C", "homo_ev": [-18.87, -18.83], "e_lumo_ev": [-11.59, -11.90]}

Table of energy above the lowest of the compared OMol25 structures with the same formula, charge and spin (kcal per mole), in record order: 106.05, 135.06, 0.00, 21.19, 61.07, 168.72